[1]
# C7H7F2N2OReS4Sb

C7H7F2N2OReS4Sb as an isolated structure (ωB97M-V with the def2-TZVPD basis set, OMol25).

```
25
Properties=species:S:1:pos:R:3:forces:R:3
Re 1.22564 -0.96956 -1.12881 0.2 0.2 0.1
S -0.07741 -8.18492 -5.73995 0.0 0.0 0.0
Sb -0.77429 -6.39548 -4.48170 -0.1 -0.4 -0.2
S 0.67424 -1.02755 -3.09186 0.0 0.2 -0.1
S 0.92459 -2.85163 -0.39689 0.0 0.0 0.3
S -2.21963 -7.97545 -5.31418 0.0 0.0 0.0
N -2.48220 3.78426 2.71632 0.0 0.0 0.0
C -1.50018 2.91951 3.01136 0.0 0.0 0.0
O -1.05822 2.66666 4.10571 0.0 0.0 0.0
C -0.91250 2.09847 1.86914 0.0 0.0 0.0
C -1.65380 1.58570 0.80417 0.0 0.0 0.0
C -1.06083 0.71921 -0.08029 0.0 0.0 0.0
N 0.24663 0.37419 0.05191 0.0 0.0 0.0
C 0.98164 0.87746 1.08645 0.0 0.0 0.0
C 0.42653 1.72346 2.00627 0.0 0.0 0.0
H -2.86335 4.33192 3.47574 0.0 0.0 0.0
H -2.67761 4.09145 1.77882 0.0 0.0 0.0
H -2.69991 1.83174 0.67731 0.0 0.0 0.0
H -1.60522 0.28553 -0.90743 0.0 0.0 0.0
H 2.01903 0.56720 1.16621 0.0 0.0 0.0
H 1.00513 2.07936 2.84896 0.0 0.0 0.0
F 3.82505 -1.11631 -0.02012 0.0 0.0 0.0
C 3.32495 -0.83008 -1.19985 -0.1 -0.1 0.0
F 2.97595 0.52853 -1.19833 0.0 0.0 0.1
H 3.95578 -1.11365 -2.03894 0.0 0.1 0.0
```
Positions in Å, forces in eV/Å.

Properties
relative energy (zero: lowest compared OMol25 entry of this formula, charge and spin)	95.5	kJ/mol
net charge	+3
E_tot	-69813.73034	eV
HOMO	-17.57	eV



[2]
# C9H13NO2Sr

C9H13NO2Sr as an isolated structure in a non-equilibrium geometry (ωB97M-V with the def2-TZVPD basis set, OMol25).

```
26
Properties=species:S:1:pos:R:3:forces:R:3
C -0.40718 1.04474 -1.96348 0.5 1.0 0.0
C 0.99384 1.28700 -1.82627 -0.7 0.4 0.0
C 1.16900 2.31082 -0.84489 -0.4 -0.2 -0.2
C -0.12177 2.70492 -0.38571 0.0 -0.2 -0.4
C -1.09533 1.93043 -1.08235 0.7 0.0 -0.3
Sr 0.21135 -0.25739 0.66455 0.1 1.7 -0.3
N -1.41486 -1.47346 -0.31290 0.0 -0.7 0.4
C -0.34908 -2.51825 -0.61453 -2.1 -1.8 -1.1
C 1.05690 -2.16609 -0.86477 1.3 0.8 0.4
H 2.12138 2.75146 -0.54650 -0.2 -0.1 0.0
H 1.78166 0.80743 -2.40960 -0.2 0.0 0.4
H -0.33298 3.49477 0.33656 0.1 -0.3 -0.1
H -2.17939 2.02618 -0.99688 0.4 -0.2 0.1
H -0.86772 0.33506 -2.64949 0.2 0.1 0.4
H 1.33978 -2.00562 -1.90343 0.2 -0.1 0.1
H -0.34925 -3.36367 0.12152 -0.3 0.2 -0.1
H -2.31810 -1.94806 -0.26510 0.4 -0.1 -0.1
H 1.79977 -2.61673 -0.20049 0.1 -0.3 -0.4
H -0.70539 -2.94782 -1.58051 -0.1 -0.4 0.3
C -0.55535 -0.07964 5.04332 -0.1 0.0 0.6
C -0.27967 -0.08443 3.56551 0.1 0.1 -2.4
O 0.59363 -0.90755 3.10208 -0.9 0.9 1.1
O -0.93783 0.73119 2.83006 0.9 -1.0 1.5
H -0.05285 -0.91099 5.53618 0.0 0.0 0.0
H -1.63246 -0.14036 5.21934 0.1 0.0 0.0
H -0.20441 0.86164 5.47799 0.0 0.0 -0.1
```
Positions in Å, forces in eV/Å.

Properties
relative energy (zero: lowest compared OMol25 entry of this formula, charge and spin)	0.0	kJ/mol
net charge	-2
E_tot	-15962.90043	eV
HOMO	1.61	eV



[3]
# C4H13N3S

A 2-piece molecular cluster, C4H13N3S overall in a non-equilibrium geometry (ωB97M-V with the def2-TZVPD basis set, OMol25).

```
21
Properties=species:S:1:pos:R:3:forces:R:3
C -0.10543 0.42991 1.89486 -0.2 0.2 0.3
C -1.10532 -0.63821 1.46833 1.1 -0.1 0.1
C -0.57147 -2.05426 1.74152 -0.7 0.6 -0.7
S 0.73707 -2.56600 0.64871 0.3 -0.3 0.0
H 0.10233 0.39918 2.97571 -0.1 0.0 -0.1
H -0.42376 1.42636 1.57949 -0.1 -0.2 0.1
H 0.82151 0.28645 1.36255 0.5 -0.1 -0.1
H -2.03263 -0.51142 1.99762 -0.6 0.1 0.2
H -1.25916 -0.51265 0.40493 -0.3 0.1 -0.3
H -1.36914 -2.79607 1.62815 0.0 -0.1 0.0
H -0.23257 -2.13647 2.75584 0.3 -0.2 0.7
N 1.84036 0.97337 -1.87938 0.3 0.2 0.3
C 0.39825 0.69943 -1.46836 0.1 -0.1 0.3
N -0.28736 0.09543 -2.62940 0.0 -0.2 -0.2
N -0.23845 1.81960 -0.92411 0.0 0.1 0.2
H 1.95733 1.96207 -1.63775 0.0 -0.3 -0.1
H 2.45765 0.45151 -1.24656 -0.2 0.2 -0.2
H -0.70267 0.87048 -3.13284 -0.1 0.2 -0.1
H 0.45479 -0.22854 -3.24037 0.0 -0.1 -0.1
H -0.94864 2.15950 -1.56680 0.0 -0.1 -0.1
H 0.50732 -0.12968 -0.73212 -0.1 0.2 -0.2
```
Positions in Å, forces in eV/Å.

Properties
relative energy (zero: lowest compared OMol25 entry of this formula, charge and spin)	19.1	kJ/mol
2S+1	2
net charge	-1
E_tot	-19662.46023	eV
HOMO (spin up / spin down)	-1.88 / -1.87	eV
<S²>	0.753



[4]
# C4H6N2O

An isolated molecule of C4H6N2O (ωB97M-V with the def2-TZVPD basis set, OMol25).

```
13
Properties=species:S:1:pos:R:3:forces:R:3
N 1.55467 1.12324 -0.59259 -0.1 0.0 -0.2
C 0.41223 0.31068 -0.32241 -0.2 -0.1 0.2
C -0.22530 0.27809 0.89404 0.0 -0.2 -0.2
O -0.06301 1.00391 2.02427 0.2 0.1 -0.1
N -1.17253 -0.69715 0.87305 0.0 0.0 0.1
C -1.15630 -1.32148 -0.35906 0.0 0.0 0.0
C -0.20366 -0.70638 -1.12195 0.0 -0.1 0.0
H 1.33726 1.92854 -1.17095 -0.1 -0.1 0.1
H 2.23574 0.57319 -1.10520 0.1 0.1 0.2
H 0.74033 1.52971 1.90167 -0.1 0.0 0.0
H -1.72083 -0.95936 1.67417 0.0 0.0 -0.1
H -1.80737 -2.15765 -0.56584 0.0 0.2 0.0
H 0.03903 -0.94159 -2.15001 0.0 0.0 0.2
```
Positions in Å, forces in eV/Å.

Properties
relative energy (zero: lowest compared OMol25 entry of this formula, charge and spin)	86.2	kJ/mol
net charge	0
structure (SMILES)	Nc1cc[nH]c1O
E_tot	-9272.60811	eV
HOMO	-7.55	eV



[5]
# C3H2NO3

A 2-piece molecular cluster, C3H2NO3 overall in a non-equilibrium geometry (ωB97M-V with the def2-TZVPD basis set, OMol25).

```
9
Properties=species:S:1:pos:R:3:forces:R:3
C 1.52431 0.04096 -0.00165 -0.2 -0.8 0.0
C 0.22434 -0.56339 -0.00401 1.1 -0.3 0.0
C 1.70284 1.35870 0.00434 -0.2 0.2 0.0
N -4.02788 -0.27066 0.00081 4.4 -2.0 0.0
O 1.84021 2.48379 0.00343 0.1 0.3 0.0
O -3.07952 -0.81593 0.00854 -4.0 1.9 0.0
O -0.83820 0.02686 -0.01351 -1.2 0.7 0.0
H 2.39411 -0.59607 -0.00049 0.2 0.1 0.0
H 0.25978 -1.66427 0.00253 -0.1 0.0 0.0
```
Positions in Å, forces in eV/Å.

Properties
relative energy (zero: lowest compared OMol25 entry of this formula, charge and spin)	287.2	kJ/mol
net charge	+1
E_tot	-10763.91932	eV
HOMO (spin up / spin down)	-13.62 / -13.62	eV



[6]
# C4H8INO2

A 2-piece molecular cluster, C4H8INO2 overall in a non-equilibrium geometry (ωB97M-V with the def2-TZVPD basis set, OMol25).

```
16
Properties=species:S:1:pos:R:3:forces:R:3
C -1.28926 -2.66942 -0.08174 -0.1 -1.1 1.7
C 0.06388 -0.05556 1.37690 1.2 1.3 5.1
C -0.25202 -0.17502 -1.06888 -3.0 1.2 -0.1
C 1.20200 -1.58721 0.05315 2.1 0.2 1.8
N 0.10737 -0.77696 0.21201 -0.4 -1.0 -3.4
O -0.91222 -3.16881 0.88274 0.6 -0.9 1.4
O -1.79719 -2.32744 -1.03702 -1.4 0.3 -2.6
I 3.01131 -0.19115 -0.09693 0.4 -0.3 -0.3
H 0.53479 -0.76918 2.16820 -1.1 1.3 -0.9
H 0.77190 0.85439 1.48902 -0.9 -1.1 -0.9
H -0.92377 0.29357 1.79217 0.7 -0.7 -1.0
H 0.39543 -0.55256 -1.85211 -0.1 0.1 -0.1
H -1.37643 -0.45075 -1.31311 2.6 1.0 0.3
H -0.19397 0.92966 -1.00412 0.3 -0.5 -0.1
H 1.30479 -2.22141 -0.80289 -0.4 0.1 -0.6
H 1.49152 -2.13950 0.95522 -0.3 0.2 -0.3
```
Positions in Å, forces in eV/Å.

Properties
relative energy (zero: lowest compared OMol25 entry of this formula, charge and spin)	121.8	kJ/mol
net charge	0
structure (SMILES)	CN(C)CI.O=C=O
E_tot	-17962.77702	eV
HOMO	-9.00	eV



[7]
# C27H31CoF8N2O4PS

C27H31CoF8N2O4PS as an isolated structure in a non-equilibrium geometry (ωB97M-V with the def2-TZVPD basis set, OMol25).

```
75
Properties=species:S:1:pos:R:3:forces:R:3
Co -0.33578 1.03397 -0.74982 1.2 0.3 0.7
F 5.23312 -0.26186 -1.06641 0.0 0.0 0.0
C 4.28858 0.72692 -1.02772 0.0 0.1 0.1
C 2.96011 0.39501 -0.91308 0.0 -0.5 -0.1
C 1.94424 1.35585 -0.87826 -0.4 0.1 -0.3
C 2.37483 2.70925 -0.96906 0.0 0.0 0.1
C 3.73436 2.99515 -1.06573 0.1 0.0 0.0
F 4.20721 4.28564 -1.14310 -0.1 0.0 0.0
C 4.72516 2.03423 -1.10132 -0.1 0.0 0.0
C 1.32395 3.76058 -0.95809 0.0 0.0 0.0
C 1.55369 5.14381 -0.99672 0.0 0.0 0.0
C 0.48107 6.01608 -0.99167 0.0 0.0 0.0
C -0.80859 5.51397 -0.94768 0.0 0.0 0.0
C -0.96474 4.13793 -0.90546 0.2 0.0 0.0
N 0.06980 3.29259 -0.90711 -0.4 0.1 -0.2
H 2.72882 -0.67285 -0.88012 0.0 0.3 0.0
H 5.76803 2.30166 -1.18460 0.0 0.0 0.0
H 2.55633 5.53355 -1.02975 0.0 0.0 0.0
H 0.66144 7.08539 -1.02140 0.0 0.0 0.0
H -1.67872 6.15638 -0.94089 0.0 0.0 0.0
H -1.93968 3.67324 -0.85458 -0.1 0.0 0.0
F -4.46242 -0.57214 -0.79016 0.3 0.0 0.1
C -5.23202 0.48875 -0.63025 -0.2 0.3 0.0
F -5.70812 0.83117 -1.84823 0.0 -0.1 -0.1
F -6.30005 0.08240 0.10319 -0.1 -0.1 0.0
S -4.52341 2.00542 0.18944 -0.4 0.2 0.0
O -4.07961 1.54315 1.48567 0.1 -0.1 0.0
O -5.73315 2.81602 0.21613 0.1 0.0 0.1
O -3.50356 2.51273 -0.70291 -0.2 -0.2 0.0
O -1.61770 -0.09634 -0.70799 0.0 -0.1 -0.3
C 1.91871 -1.67290 1.60050 0.0 0.0 0.0
C 1.08848 -2.69970 0.83234 -0.2 -0.2 -0.1
C 1.82462 -4.04016 0.84567 0.0 0.1 0.0
P 0.47860 -2.02017 -0.82930 -0.1 -0.1 0.7
C -1.14595 -2.93225 -0.93232 -0.1 0.2 0.0
C -1.26701 -4.39436 -0.50362 0.1 0.0 0.0
C -1.83481 -2.68975 -2.27565 0.1 -0.1 -0.1
C 1.57936 -2.80411 -2.09278 0.1 -0.3 -0.6
C 1.44721 -4.28093 -2.46776 0.2 -0.1 -0.1
C 1.37644 -1.95031 -3.35487 0.3 0.1 -0.2
H 2.04386 -2.00416 2.63782 0.0 0.0 0.0
H 1.45920 -0.68396 1.60348 0.0 0.0 -0.1
H 2.91705 -1.56824 1.16701 0.0 0.0 0.0
H 0.14330 -2.83426 1.37352 0.0 0.1 0.0
H 2.79030 -3.94215 0.34078 0.0 0.0 0.0
H 1.26790 -4.83599 0.35620 0.0 0.0 0.1
H 2.02829 -4.35372 1.87698 0.0 0.0 0.0
H -1.70593 -2.29782 -0.23526 0.0 0.0 0.0
H -0.69404 -5.07240 -1.14031 0.0 0.0 0.0
H -2.31834 -4.69259 -0.57417 0.0 0.0 0.0
H -0.95323 -4.55785 0.52924 0.0 0.0 0.0
H -1.38516 -3.28048 -3.08345 0.0 0.0 0.0
H -1.79646 -1.62373 -2.50339 0.0 0.0 0.0
H -2.88828 -2.97697 -2.20353 0.0 0.0 0.0
H 2.61234 -2.63264 -1.76128 -0.1 0.0 0.1
H 0.47253 -4.49500 -2.90871 0.0 0.1 0.0
H 1.59133 -4.95237 -1.62414 0.0 0.0 0.0
H 2.20291 -4.53972 -3.22142 0.0 0.0 0.0
H 0.37110 -2.06648 -3.76358 0.0 0.0 0.1
H 2.09038 -2.23746 -4.13772 0.0 0.0 0.0
H 1.51843 -0.89108 -3.13494 0.0 0.0 0.0
F -0.80800 0.33731 6.32415 0.0 0.0 0.0
C -1.49506 1.31690 5.68886 0.0 0.0 0.0
F -1.20774 2.46295 6.33951 0.0 0.0 0.0
F -2.79737 1.06171 5.91366 0.0 0.0 0.0
C -1.16416 1.37400 4.22842 0.0 0.0 0.0
C -1.40305 0.26073 3.43939 0.0 0.1 0.0
C -1.09186 0.32951 2.09106 -0.2 -0.1 0.1
N -0.52599 1.40552 1.54844 0.0 0.1 -0.2
C -0.32235 2.47504 2.30384 0.1 0.0 0.1
C -0.62944 2.51579 3.65709 0.0 0.0 0.0
H -1.83969 -0.63780 3.85435 0.0 0.0 0.0
H -1.32670 -0.45088 1.36799 0.0 0.0 -0.1
H 0.10981 3.33672 1.80589 0.0 0.0 0.0
H -0.45474 3.40852 4.23968 0.0 0.0 0.0
```
Positions in Å, forces in eV/Å.

Properties
2S+1	4
net charge	-2
E_tot	-119163.27067	eV
HOMO (spin up / spin down)	-0.95 / -0.52	eV
<S²>	3.782



Question: Which formula does entry 5 have?
Answer: C3H2NO3



Question: Which value of E_tot does entry 2 give?
Answer: -15962.90043 eV



Question: Among the records above, which one has the lowest E_tot?
Answer: C27H31CoF8N2O4PS